Record 1
{
  "formula": "C14H16O",
  "method": "ωB97M-V with the def2-TZVPD basis set",
  "lumo_ev": 0.8,
  "orbital_gap_ev": 9.14,
  "smiles": "Cc1ccc(O)cc1.Cc1ccccc1",
  "species": ["C", "C", "C", "C", "C", "O", "C", "C", "H", "H", "H", "H", "H", "H", "H", "H", "C", "C", "C", "C", "C", "C", "C", "H", "H", "H", "H", "H", "H", "H", "H"],
  "positions_angstrom": [[4.324, 0.318, -2.445], [3.430, 0.361, -1.231], [2.264, -0.387, -1.198], [1.389, -0.363, -0.108], [1.666, 0.459, 0.967], [0.753, 0.565, 1.971], [2.892, 1.132, 1.003], [3.745, 1.082, -0.079], [4.782, -0.667, -2.578], [5.087, 1.091, -2.420], [3.690, 0.459, -3.322], [1.977, -1.052, -2.000], [0.464, -0.920, -0.234], [1.140, 0.929, 2.776], [3.214, 1.513, 1.972], [4.742, 1.500, -0.032], [-3.514, 1.729, 0.876], [-3.230, 0.272, 0.584], [-3.362, -0.700, 1.565], [-2.989, -2.014, 1.312], [-2.492, -2.383, 0.076], [-2.411, -1.430, -0.925], [-2.854, -0.134, -0.692], [-4.217, 2.145, 0.145], [-2.612, 2.303, 1.031], [-4.164, 1.752, 1.753], [-3.681, -0.423, 2.559], [-3.112, -2.738, 2.111], [-2.073, -3.372, -0.034], [-1.931, -1.591, -1.882], [-2.920, 0.564, -1.519]]
}


Record 2
{
  "formula": "C14H16O2",
  "method": "ωB97M-V with the def2-TZVPD basis set",
  "lumo_ev": 0.6,
  "orbital_gap_ev": 8.94,
  "smiles": "Cc1ccc(O)cc1.Cc1ccc(O)cc1",
  "species": ["C", "C", "C", "C", "C", "O", "C", "C", "H", "H", "H", "H", "H", "H", "H", "H", "C", "C", "C", "C", "C", "O", "C", "C", "H", "H", "H", "H", "H", "H", "H", "H"],
  "positions_angstrom": [[1.433, 1.024, -5.651], [1.641, 0.941, -4.177], [1.604, -0.357, -3.547], [1.686, -0.472, -2.173], [2.048, 0.649, -1.375], [2.335, 0.436, -0.071], [2.129, 1.921, -1.985], [1.920, 1.994, -3.337], [2.039, 0.337, -6.212], [1.798, 1.976, -6.067], [0.385, 0.898, -5.990], [1.426, -1.189, -4.198], [1.641, -1.393, -1.626], [2.602, 1.288, 0.324], [2.502, 2.773, -1.430], [1.943, 2.968, -3.903], [-4.136, -2.301, 3.629], [-2.988, -1.421, 3.184], [-2.710, -1.181, 1.852], [-1.626, -0.411, 1.410], [-0.729, 0.010, 2.360], [0.591, 0.262, 2.117], [-1.056, -0.066, 3.741], [-2.075, -0.867, 4.173], [-3.984, -3.297, 4.014], [-4.893, -2.536, 2.825], [-4.753, -1.751, 4.361], [-3.522, -1.552, 1.244], [-1.610, -0.346, 0.328], [0.883, 0.993, 1.571], [-0.219, 0.138, 4.407], [-2.375, -0.961, 5.209]]
}


Record 3
{
  "formula": "C14H17B2F4N4PtS2Se",
  "method": "ωB97M-V with the def2-TZVPD basis set",
  "lumo_ev": 2.6,
  "orbital_gap_ev": 6.88,
  "total_charge": -1,
  "species": ["Pt", "C", "N", "C", "C", "N", "B", "N", "C", "C", "N", "C", "C", "S", "C", "S", "H", "H", "H", "H", "H", "H", "H", "H", "H", "H", "H", "H", "Se", "C", "C", "C", "C", "C", "C", "H", "H", "H", "H", "H", "F", "B", "F", "F", "F"],
  "positions_angstrom": [[-0.048, -0.756, 0.057], [-2.830, -2.606, -1.055], [-3.372, -1.254, -1.074], [-4.197, -0.730, -2.048], [-4.366, 0.577, -1.745], [-3.645, 0.850, -0.603], [-3.519, 2.273, 0.039], [-2.017, 2.799, 0.072], [-1.731, 3.913, 0.839], [-0.397, 4.113, 0.816], [0.135, 3.114, 0.033], [1.559, 2.870, -0.190], [-0.862, 2.323, -0.420], [-0.599, 1.010, -1.524], [-3.028, -0.275, -0.224], [-1.950, -0.444, 1.140], [-3.592, -3.294, -1.418], [-2.542, -2.863, -0.039], [-1.940, -2.657, -1.681], [-4.576, -1.331, -2.855], [-4.923, 1.347, -2.247], [-4.200, 3.018, -0.642], [-3.884, 2.240, 1.195], [-2.510, 4.456, 1.342], [0.219, 4.862, 1.281], [2.119, 3.545, 0.452], [1.820, 3.032, -1.233], [1.803, 1.845, 0.069], [0.457, -3.012, 0.719], [1.314, -2.970, 2.441], [2.459, -3.731, 2.647], [3.083, -3.748, 3.890], [2.571, -3.006, 4.944], [1.432, -2.233, 4.737], [0.807, -2.218, 3.499], [2.886, -4.281, 1.818], [3.988, -4.328, 4.024], [3.059, -3.016, 5.911], [1.032, -1.630, 5.545], [-0.076, -1.612, 3.342], [1.943, -0.841, -0.993], [3.094, -0.576, -0.112], [2.507, -0.118, 1.076], [3.789, -1.756, 0.068], [3.903, 0.402, -0.689]]
}


Record 4
{
  "formula": "C14H17BF6N6OPt",
  "method": "ωB97M-V with the def2-TZVPD basis set",
  "lumo_ev": [-6.1, -10.7],
  "s2": 6.040,
  "orbital_gap_ev": [9.13, 5.19],
  "spin_multiplicity": 5,
  "total_charge": 2,
  "species": ["H", "N", "B", "N", "C", "Pt", "H", "C", "H", "C", "H", "C", "H", "H", "H", "N", "N", "N", "N", "C", "C", "H", "H", "C", "C", "C", "C", "H", "H", "H", "H", "H", "C", "C", "O", "C", "F", "F", "F", "C", "F", "F", "F", "H", "H", "H"],
  "positions_angstrom": [[1.625, 3.160, 0.153], [0.900, 1.592, -1.042], [-0.141, 0.259, -3.091], [0.288, 1.528, -2.293], [0.421, 2.744, -2.882], [1.479, 0.173, 0.224], [0.132, 2.883, -3.917], [0.966, 3.628, -1.965], [1.173, 4.672, -2.073], [1.232, 2.891, -0.813], [0.249, 0.480, -4.228], [-2.162, -2.414, 2.760], [-1.488, -2.760, 3.552], [-1.578, -1.795, 2.064], [-2.514, -3.304, 2.221], [-1.696, -0.074, -3.372], [0.821, -0.875, -2.598], [-2.759, -0.042, -2.472], [1.396, -0.928, -1.341], [-2.174, -0.397, -4.605], [1.592, -1.641, -3.430], [-1.522, -0.342, -5.471], [1.407, -1.701, -4.486], [-3.548, -0.641, -4.511], [2.599, -2.228, -2.675], [-3.862, -0.405, -3.147], [2.436, -1.805, -1.372], [-4.217, -0.932, -5.300], [3.388, -2.867, -2.995], [-4.859, -0.458, -2.707], [2.999, -1.974, -0.470], [-2.957, -1.903, 3.164], [3.496, 1.945, 3.623], [2.388, 1.202, 2.881], [2.375, 1.492, 1.535], [2.648, -0.318, 3.135], [2.532, -0.606, 4.457], [1.848, -1.210, 2.461], [3.923, -0.635, 2.756], [0.968, 1.637, 3.449], [0.967, 1.860, 4.794], [0.571, 2.802, 2.868], [-0.007, 0.709, 3.197], [4.476, 1.604, 3.268], [3.404, 1.757, 4.694], [3.433, 3.023, 3.456]]
}


Record 5
{
  "formula": "C14H17Br12N2O3PS2",
  "method": "ωB97M-V with the def2-TZVPD basis set",
  "lumo_ev": -1.6,
  "orbital_gap_ev": 6.73,
  "species": ["C", "C", "S", "C", "C", "C", "P", "O", "O", "O", "C", "C", "C", "C", "N", "S", "N", "C", "H", "H", "H", "H", "H", "H", "H", "H", "H", "H", "H", "H", "H", "C", "Br", "Br", "Br", "H", "C", "Br", "Br", "Br", "H", "C", "Br", "Br", "Br", "H", "C", "Br", "Br", "Br", "H"],
  "positions_angstrom": [[0.742, 2.511, 4.856], [0.707, 1.430, 3.767], [2.144, 0.311, 3.897], [1.829, -1.116, 2.752], [0.583, -0.837, 1.945], [0.544, 0.021, 0.867], [1.993, 0.925, 0.276], [1.898, 2.330, 0.686], [3.369, 0.335, 0.831], [2.099, 0.871, -1.335], [-0.701, 0.220, 0.215], [-0.885, 1.242, -1.022], [-1.923, -0.452, 0.690], [-1.884, -1.307, 1.784], [-2.863, -1.963, 2.392], [-2.168, -2.757, 3.608], [-0.581, -2.320, 3.444], [-0.595, -1.490, 2.396], [1.482, 3.287, 4.635], [0.856, 2.104, 5.865], [-0.237, 3.009, 4.832], [-0.248, 0.897, 3.863], [0.728, 1.934, 2.795], [1.648, -1.974, 3.406], [2.704, -1.350, 2.149], [3.835, 1.087, 1.228], [1.656, 0.059, -1.642], [0.039, 1.761, -1.277], [-1.384, 0.805, -1.950], [-1.573, 2.016, -0.647], [-2.882, -0.273, 0.214], [-1.005, -2.694, -2.702], [0.888, -2.915, -3.005], [-1.340, -1.152, -1.525], [-1.996, -2.610, -4.367], [-1.351, -3.577, -2.182], [-1.881, 3.009, -4.708], [-3.298, 2.898, -3.405], [-0.214, 3.551, -3.915], [-1.698, 1.367, -5.704], [-2.162, 3.777, -5.416], [0.661, -6.185, 4.920], [-0.417, -4.707, 4.276], [2.537, -5.751, 4.870], [0.109, -6.775, 6.672], [0.508, -7.015, 4.243], [-0.094, 3.392, -8.654], [1.797, 3.166, -8.935], [-0.470, 4.931, -7.554], [-1.065, 3.451, -10.317], [-0.443, 2.523, -8.112]]
}


Record 6
{
  "formula": "C14H17Br6F9O6",
  "method": "ωB97M-V with the def2-TZVPD basis set",
  "lumo_ev": [1.8, 2.3],
  "s2": 0.754,
  "orbital_gap_ev": [3.04, 8.70],
  "spin_multiplicity": 2,
  "total_charge": -1,
  "species": ["C", "C", "O", "C", "O", "C", "F", "F", "F", "H", "H", "H", "H", "H", "C", "C", "O", "C", "O", "C", "F", "F", "F", "H", "H", "H", "H", "H", "C", "C", "O", "C", "O", "C", "F", "F", "F", "H", "H", "H", "H", "H", "C", "Br", "Br", "Br", "H", "C", "Br", "Br", "Br", "H"],
  "positions_angstrom": [[0.496, 1.746, 6.107], [1.825, 1.228, 5.440], [1.444, 0.320, 4.403], [1.318, 0.732, 3.087], [1.526, 1.833, 2.674], [0.817, -0.423, 2.193], [0.842, -0.150, 0.875], [1.546, -1.485, 2.507], [-0.432, -0.748, 2.541], [0.099, 2.544, 5.479], [0.773, 2.203, 7.057], [-0.262, 0.977, 6.256], [2.440, 0.667, 6.143], [2.453, 2.070, 5.151], [-2.492, -2.641, -0.009], [-2.954, -3.375, 1.306], [-3.500, -4.672, 0.976], [-3.867, -5.487, 1.927], [-3.709, -5.282, 3.139], [-4.349, -6.834, 1.416], [-5.646, -6.957, 1.576], [-4.114, -7.127, 0.125], [-3.773, -7.779, 2.119], [-2.241, -1.663, 0.402], [-3.272, -2.538, -0.763], [-1.536, -2.982, -0.405], [-3.817, -2.878, 1.750], [-2.037, -3.385, 1.895], [1.396, 3.075, -2.622], [2.369, 2.006, -2.049], [3.721, 2.286, -2.527], [4.486, 2.974, -1.679], [4.115, 3.525, -0.639], [5.954, 3.085, -2.078], [6.264, 4.383, -2.251], [6.651, 2.631, -1.050], [6.236, 2.362, -3.177], [1.698, 3.968, -2.074], [0.330, 2.947, -2.436], [1.490, 3.118, -3.708], [2.206, 1.049, -2.544], [2.305, 1.937, -0.963], [-1.765, 2.248, -6.984], [-1.498, 2.811, -5.048], [-1.546, 0.293, -7.138], [-0.419, 3.216, -7.988], [-2.771, 2.434, -7.360], [-1.724, 0.487, -2.269], [-0.117, -0.608, -1.877], [-2.761, 0.934, -0.643], [-2.819, -0.512, -3.581], [-1.380, 1.435, -2.683]]
}


Number 1: electronic energy -16824.74621 eV. Number 2: electronic energy -18871.09254 eV. Number 3: electronic energy -123252.59874 eV. Number 4: electronic energy -45988.17629 eV. Number 5: electronic energy -895382.66855 eV. Number 6: electronic energy -471790.79985 eV.